(1)
{"formula": "C7H16ClIN2O3PPt", "method": "ωB97M-V/def2-TZVPD", "relative_energy_kj_mol": 0.0, "multiplicity": 5, "homo_lumo_gap_ev": [5.01, 4.44], "lumo_energy_ev": [-11.81, -15.30], "s2": 6.034, "total_charge": 3, "elements": ["C", "C", "H", "H", "H", "O", "I", "Pt", "P", "C", "C", "H", "H", "H", "C", "H", "H", "H", "H", "H", "H", "C", "O", "Cl", "N", "C", "N", "O", "H", "H", "H", "H"], "coordinates": [[-0.333, 2.069, -2.118], [-1.680, 2.259, -1.506], [-0.421, 2.121, -3.200], [0.140, 1.106, -1.898], [0.339, 2.879, -1.750], [-2.535, 3.062, -2.083], [-3.535, 0.834, -1.604], [1.950, -0.489, 0.819], [2.491, -2.773, 0.354], [1.146, -3.528, -0.634], [4.032, -2.752, -0.652], [3.602, -3.477, 2.415], [3.385, -4.846, 1.237], [2.023, -4.305, 2.208], [2.911, -3.951, 1.689], [4.687, -2.005, -0.190], [4.542, -3.716, -0.649], [1.411, -4.534, -1.024], [0.873, -2.892, -1.483], [3.817, -2.472, -1.681], [0.259, -3.632, 0.008], [0.181, -0.512, 0.405], [-0.969, -0.625, 0.213], [3.937, -0.398, 1.876], [-2.936, 4.141, 0.093], [-2.587, 2.950, 0.552], [-3.073, 2.240, 1.576], [-1.600, 2.305, -0.075], [-3.598, 4.711, 0.602], [-2.888, 4.240, -0.957], [-2.758, 1.263, 1.619], [-3.530, 2.675, 2.399]]}

---

(2)
{"formula": "C5H14", "method": "ωB97M-V/def2-TZVPD", "smiles": "CCC.CC", "relative_energy_kj_mol": 46.0, "homo_lumo_gap_ev": 12.31, "lumo_energy_ev": 1.15, "elements": ["C", "C", "C", "H", "H", "H", "H", "H", "H", "H", "H", "C", "C", "H", "H", "H", "H", "H", "H"], "coordinates": [[1.657, 1.764, 0.329], [0.901, 0.458, 0.490], [0.416, 0.325, 1.952], [2.325, 2.065, 1.140], [2.264, 1.774, -0.579], [0.993, 2.629, 0.220], [-0.011, 0.467, -0.099], [1.558, -0.390, 0.300], [-0.191, 1.198, 2.190], [-0.178, -0.575, 2.106], [1.278, 0.234, 2.613], [-1.298, -1.929, -0.999], [-1.443, -0.553, -1.665], [-1.649, -1.939, 0.034], [-1.837, -2.709, -1.530], [-0.231, -2.151, -0.981], [-2.387, -0.084, -1.373], [-1.552, -0.675, -2.744], [-0.615, 0.092, -1.403]]}

---

(3)
{"formula": "C2H8N3O", "method": "ωB97M-V/def2-TZVPD", "relative_energy_kj_mol": 905.5, "homo_lumo_gap_ev": [4.05, 3.62], "lumo_energy_ev": [-8.60, -9.01], "total_charge": 1, "elements": ["C", "C", "N", "N", "N", "O", "H", "H", "H", "H", "H", "H", "H", "H"], "coordinates": [[-0.997, 0.221, -0.036], [-2.287, 0.656, -0.768], [-0.809, -1.139, 0.384], [-0.285, 0.734, 1.002], [3.311, -0.739, 0.110], [-0.197, -0.629, -0.772], [-3.022, -0.125, -0.818], [-1.990, 1.211, -1.605], [-2.897, 1.265, -0.146], [-0.077, -1.296, 1.031], [-0.801, 1.416, 1.653], [4.251, -0.916, -0.264], [3.171, -0.002, 0.929], [2.628, -0.658, -0.701]]}

---

(4)
{"formula": "C35H34BBr2F3O2", "method": "ωB97M-V/def2-TZVPD", "relative_energy_kj_mol": 0.0, "homo_lumo_gap_ev": 3.60, "lumo_energy_ev": -3.26, "elements": ["Br", "C", "C", "C", "C", "C", "C", "C", "C", "C", "C", "C", "Br", "C", "C", "C", "C", "H", "H", "H", "H", "H", "H", "H", "H", "H", "H", "H", "C", "C", "C", "C", "C", "C", "O", "B", "C", "C", "C", "C", "C", "F", "F", "F", "C", "C", "C", "C", "C", "C", "C", "C", "C", "O", "H", "H", "H", "H", "H", "H", "H", "H", "H", "H", "H", "H", "H", "H", "H", "H", "H", "H", "H", "H", "H", "H", "H"], "coordinates": [[-6.763, 1.066, 2.031], [-5.085, 0.219, 2.198], [-5.003, -1.184, 2.281], [-3.767, -1.799, 2.464], [-2.576, -1.034, 2.628], [-1.304, -1.654, 2.862], [-0.095, -0.985, 2.652], [1.135, -1.627, 2.523], [2.382, -0.956, 2.309], [3.585, -1.702, 2.166], [4.823, -1.075, 2.071], [4.900, 0.331, 2.092], [6.578, 1.191, 2.025], [3.722, 1.093, 2.138], [2.482, 0.463, 2.236], [-2.691, 0.383, 2.515], [-3.922, 0.997, 2.302], [-5.905, -1.779, 2.193], [-3.701, -2.889, 2.470], [-1.249, -2.730, 3.040], [-0.108, 0.099, 2.526], [1.152, -2.718, 2.572], [3.526, -2.792, 2.157], [5.737, -1.658, 2.009], [3.782, 2.178, 2.122], [1.582, 1.073, 2.283], [-1.803, 1.006, 2.605], [-3.981, 2.077, 2.218], [-2.618, -0.961, 8.248], [-3.310, -2.303, 8.476], [-3.319, -2.588, 9.965], [-4.747, -2.375, 7.758], [-5.640, -3.430, 8.412], [-5.515, -1.068, 7.706], [-4.438, -2.773, 6.437], [-3.255, -3.571, 6.595], [-3.624, -5.160, 6.420], [-3.037, -6.110, 7.251], [-3.400, -7.461, 7.157], [-4.331, -7.843, 6.199], [-4.675, -9.303, 6.066], [-5.607, -9.543, 5.100], [-3.566, -10.048, 5.751], [-5.172, -9.806, 7.242], [-4.934, -6.910, 5.368], [-4.570, -5.559, 5.484], [-2.122, -3.116, 5.231], [-0.915, -3.933, 5.379], [-0.654, -5.058, 4.575], [0.424, -5.901, 4.871], [1.286, -5.600, 5.935], [1.060, -4.453, 6.709], [-0.005, -3.605, 6.400], [-2.577, -3.328, 7.833], [-3.132, -0.176, 8.816], [-1.585, -1.021, 8.617], [-2.597, -0.679, 7.187], [-3.889, -1.809, 10.485], [-3.753, -3.570, 10.183], [-2.289, -2.574, 10.339], [-5.989, -3.069, 9.387], [-6.518, -3.599, 7.775], [-5.120, -4.388, 8.547], [-5.732, -0.738, 8.728], [-4.956, -0.287, 7.180], [-6.465, -1.231, 7.184], [-2.281, -5.821, 7.976], [-2.961, -8.202, 7.823], [-5.679, -7.223, 4.643], [-5.048, -4.839, 4.824], [-2.739, -3.312, 4.354], [-1.965, -2.047, 5.406], [-1.319, -5.284, 3.738], [0.601, -6.788, 4.263], [2.141, -6.244, 6.160], [1.710, -4.205, 7.547], [-0.171, -2.689, 6.967]]}

---

(5)
{"formula": "C5H10O2", "method": "ωB97M-V/def2-TZVPD", "smiles": "CCO[C@H]1O[C@@H]1C", "relative_energy_kj_mol": 232.8, "homo_lumo_gap_ev": 10.62, "lumo_energy_ev": 1.09, "elements": ["C", "C", "O", "C", "O", "C", "C", "H", "H", "H", "H", "H", "H", "H", "H", "H", "H"], "coordinates": [[2.377, -1.539, -0.591], [1.410, -0.839, 0.348], [1.039, 0.363, -0.317], [-0.276, 0.648, -0.535], [-1.237, -0.360, -0.756], [-1.375, 0.484, 0.411], [-2.468, 1.523, 0.475], [3.191, -0.848, -0.836], [2.801, -2.455, -0.166], [1.844, -1.779, -1.518], [0.536, -1.467, 0.566], [1.893, -0.563, 1.296], [-0.338, 1.485, -1.231], [-1.178, -0.051, 1.339], [-3.467, 1.094, 0.380], [-2.412, 2.030, 1.448], [-2.339, 2.275, -0.313]]}

---

(6)
{"formula": "C18H30IrN3OSTe", "method": "ωB97M-V/def2-TZVPD", "multiplicity": 2, "homo_lumo_gap_ev": [5.21, 5.17], "lumo_energy_ev": [-11.93, -12.07], "s2": 0.816, "total_charge": 3, "elements": ["Ir", "C", "N", "C", "C", "C", "N", "C", "C", "H", "H", "H", "H", "H", "H", "H", "H", "H", "H", "H", "H", "H", "H", "H", "H", "O", "C", "C", "C", "C", "C", "C", "C", "C", "N", "H", "H", "H", "H", "H", "H", "H", "H", "H", "H", "H", "Te", "C", "C", "C", "C", "S", "H", "H", "H"], "coordinates": [[-0.081, 0.249, 0.036], [1.624, -0.116, 2.712], [0.209, -0.200, 2.342], [-0.550, 0.798, 3.107], [-0.296, -1.562, 2.606], [-1.447, -1.958, 1.684], [-1.098, -1.868, 0.260], [-2.290, -1.894, -0.582], [-0.157, -2.903, -0.154], [1.769, -0.382, 3.763], [1.991, 0.898, 2.573], [2.219, -0.802, 2.107], [-0.345, 0.709, 4.178], [-1.620, 0.663, 2.968], [-0.271, 1.804, 2.801], [-0.656, -1.637, 3.637], [0.529, -2.264, 2.501], [-2.300, -1.302, 1.860], [-1.756, -2.979, 1.942], [-2.838, -2.836, -0.460], [-2.016, -1.807, -1.632], [-2.966, -1.080, -0.318], [-0.585, -3.901, -0.007], [0.768, -2.853, 0.417], [0.078, -2.802, -1.215], [-0.219, 0.056, -2.412], [-1.068, 1.028, -3.038], [-0.448, 2.425, -3.040], [-0.095, 2.903, -1.622], [-1.334, 3.005, -0.793], [-2.174, 4.112, -0.888], [-3.353, 4.132, -0.166], [-3.676, 3.034, 0.620], [-2.793, 1.971, 0.672], [-1.643, 1.966, -0.009], [0.572, -0.008, -2.966], [-2.005, 1.015, -2.477], [-1.279, 0.712, -4.061], [-1.163, 3.112, -3.498], [0.460, 2.429, -3.648], [0.415, 3.864, -1.677], [0.596, 2.178, -1.146], [-1.879, 4.938, -1.518], [-4.016, 4.987, -0.218], [-4.589, 2.995, 1.193], [-3.026, 1.105, 1.278], [2.785, -0.579, -0.917], [4.754, -0.272, -0.370], [5.751, -1.238, -0.447], [7.001, -0.742, -0.084], [6.971, 0.607, 0.231], [5.417, 1.278, 0.128], [5.571, -2.255, -0.752], [7.901, -1.334, -0.053], [7.808, 1.227, 0.501]]}